one | Molecular formula: C4H9NO
Method: DFT, ωB97M-V/def2-TZVPD

XYZ file:
```
15
C4H9NO (ωB97M-V/def2-TZVPD)
C -1.322 -0.296 -1.255
C -0.316 -0.921 -0.293
N 0.363 0.071 0.531
C 1.692 0.503 0.158
C -0.306 0.614 1.579
O -1.441 0.316 1.905
H -1.751 -1.059 -1.914
H -0.849 0.470 -1.881
H -2.133 0.168 -0.687
H 0.455 -1.477 -0.838
H -0.827 -1.620 0.376
H 1.705 0.926 -0.854
H 2.400 -0.334 0.193
H 2.036 1.272 0.855
H 0.294 1.368 2.126
```

The LUMO energy is 0.9 eV. The structure (SMILES) is CCN(C)C=O. The value obtained for the gap between HOMO and LUMO is 10.23 eV.

***

two | Molecular formula: C4H9NO
Method: DFT, ωB97M-V/def2-TZVPD

XYZ file:
```
15
C4H9NO (ωB97M-V/def2-TZVPD)
C 3.261 -0.261 -0.363
C 2.186 -0.709 -1.002
O 0.989 -0.849 -0.459
H 4.217 -0.288 -0.848
H 3.104 0.200 0.611
H 2.289 -1.103 -2.010
H 0.141 -0.472 -0.160
C -1.741 0.485 -0.761
N -1.539 -0.099 0.334
C -2.177 0.349 1.543
H -1.380 0.040 -1.679
H -2.318 1.406 -0.855
H -2.812 -0.450 1.907
H -2.819 1.236 1.456
H -1.403 0.517 2.288
```

The LUMO energy is 0.9 eV. The structure (SMILES) is C=CO.C=NC. The value obtained for the gap between HOMO and LUMO is 9.40 eV.

***

It is one that is most stable; the runner-up trails by 62.5 kcal/mol.

***

one | Molecular formula: C4H9NO
Method: DFT, ωB97M-V/def2-TZVPD

XYZ file:
```
15
C4H9NO (ωB97M-V/def2-TZVPD)
C -1.065 0.059 0.865
C -0.254 -0.479 -0.247
C -0.907 -0.509 -1.618
N 0.617 0.652 -0.055
C 1.532 0.457 1.129
O 2.482 -0.344 0.905
H -1.664 0.937 0.647
H 0.661 0.118 1.869
H -1.247 -0.444 1.808
H 0.258 -1.418 -0.013
H -0.143 -0.689 -2.382
H -1.400 0.445 -1.836
H -1.648 -1.311 -1.680
H 1.030 1.046 -0.904
H 1.748 1.482 1.512
```

The LUMO energy (spin up / spin down) is -1.3 / -0.5 eV. The value obtained for the gap between HOMO and LUMO (spin up / spin down) is 6.63 / 8.38 eV.

***

two | Molecular formula: C4H9NO
Method: DFT, ωB97M-V/def2-TZVPD

XYZ file:
```
15
C4H9NO (ωB97M-V/def2-TZVPD)
H 1.327 0.257 1.116
N 0.471 0.250 0.558
C 0.518 1.095 -0.386
C 1.656 2.027 -0.671
H -0.364 1.148 -1.035
H 1.774 2.200 -1.744
H 2.588 1.622 -0.265
H 1.458 2.993 -0.194
C -1.220 -2.110 0.829
C -1.363 -1.201 -0.362
O -2.251 -0.392 -0.515
H -0.180 -2.426 0.946
H -1.844 -2.996 0.666
H -1.554 -1.598 1.733
H -0.606 -1.357 -1.161
```

The LUMO energy is 1.0 eV. The structure (SMILES) is [H]/N=C\C.CC=O. The value obtained for the gap between HOMO and LUMO is 10.32 eV.

***

three | Molecular formula: C4H9NO
Method: DFT, ωB97M-V/def2-TZVPD

XYZ file:
```
15
C4H9NO (ωB97M-V/def2-TZVPD)
C -2.690 -0.265 0.040
C -1.195 -0.327 -0.151
O -0.634 0.914 0.303
C 0.707 0.941 0.240
N 1.356 0.032 -0.343
C 2.771 -0.112 -0.135
H -2.946 -0.159 1.098
H -3.108 0.584 -0.509
H -3.143 -1.186 -0.340
H -0.736 -1.142 0.422
H -0.917 -0.490 -1.196
H 1.116 1.804 0.782
H 3.279 -0.378 -1.067
H 2.860 -0.971 0.538
H 3.280 0.755 0.317
```

The LUMO energy is 1.1 eV. The structure (SMILES) is CCO/C=N/C. The value obtained for the gap between HOMO and LUMO is 10.60 eV.

***

four | Molecular formula: C4H9NO
Method: DFT, ωB97M-V/def2-TZVPD

XYZ file:
```
15
C4H9NO (ωB97M-V/def2-TZVPD)
C -1.226 0.145 3.685
C -1.676 1.379 3.429
N -0.845 2.519 3.209
H -0.419 -0.166 3.040
H -1.747 -0.542 4.332
H -2.669 1.700 3.700
H 0.070 2.329 3.607
H -1.154 3.218 3.879
C 0.674 -1.495 -4.876
C 1.641 -1.232 -4.011
O 2.188 -2.291 -3.336
H 0.344 -0.762 -5.595
H 0.240 -2.484 -4.831
H 2.041 -0.259 -3.762
H 2.536 -2.060 -2.470
```

The LUMO energy is 0.9 eV. The structure (SMILES) is C=CN.C=CO. The value obtained for the gap between HOMO and LUMO is 9.36 eV.

***

It is three that is most stable; the runner-up trails by 7.2 kcal/mol.

***

one | Molecular formula: C4H9NO
Method: DFT, ωB97M-V/def2-TZVPD

XYZ file:
```
15
C4H9NO (ωB97M-V/def2-TZVPD)
C -1.318 0.299 1.328
C -1.041 -0.723 -1.695
N 0.129 -0.278 -1.193
C 0.569 -0.190 0.048
O -0.253 -0.611 1.052
C 1.901 0.375 0.404
H -2.039 0.328 0.501
H -0.927 1.310 1.500
H -1.807 -0.063 2.234
H -1.671 -1.311 -1.044
H -1.105 -0.802 -2.770
H 0.777 0.093 -1.879
H 2.498 0.592 -0.489
H 2.475 -0.327 1.023
H 1.813 1.309 0.979
```

The LUMO energy is 0.9 eV. The value obtained for the gap between HOMO and LUMO is 7.17 eV.

***

two | Molecular formula: C4H9NO
Method: DFT, ωB97M-V/def2-TZVPD

XYZ file:
```
15
C4H9NO (ωB97M-V/def2-TZVPD)
C 0.765 0.978 1.343
C -0.623 0.982 0.708
C -1.103 -0.413 0.313
N -0.309 -0.960 -0.768
C -0.121 -0.499 -1.872
O 0.146 -0.158 -2.962
H 1.079 1.995 1.597
H 0.770 0.386 2.266
H 1.511 0.554 0.661
H -0.623 1.616 -0.191
H -1.354 1.414 1.401
H -2.147 -0.388 -0.015
H -1.033 -1.107 1.156
H 1.406 -2.252 -1.469
H 1.636 -2.149 -2.168
```

The LUMO energy is 0.9 eV. The structure (SMILES) is CCCN=C=O.[H][H]. The value obtained for the gap between HOMO and LUMO is 11.18 eV.

***

It is two that is most stable; the runner-up trails by 41.5 kcal/mol.

***

one | Molecular formula: C4H9NO
Method: DFT, ωB97M-V/def2-TZVPD

XYZ file:
```
15
C4H9NO (ωB97M-V/def2-TZVPD)
C -0.683 -1.521 -0.625
C -0.398 -0.296 0.233
C 0.824 -0.346 1.183
C -0.328 0.928 -0.679
N 0.130 2.123 -0.126
O -0.501 0.843 -1.884
H -1.514 -1.321 -1.293
H 0.247 -1.664 -1.202
H -0.853 -2.439 -0.045
H -1.251 -0.148 0.904
H 1.137 -1.381 1.313
H 0.705 0.130 2.169
H 1.641 0.227 0.737
H 1.088 2.135 0.176
H -0.244 2.731 -0.861
```

The LUMO energy is 0.9 eV. The structure (SMILES) is CC(C)C(N)=O. The value obtained for the gap between HOMO and LUMO is 10.74 eV.

***

two | Molecular formula: C4H9NO
Method: DFT, ωB97M-V/def2-TZVPD

XYZ file:
```
15
C4H9NO (ωB97M-V/def2-TZVPD)
C -1.727 0.281 0.710
C -1.133 -0.435 -1.062
N 0.274 -0.226 -1.083
C 0.817 -0.343 0.153
O 0.147 -0.860 1.035
C 2.151 0.260 0.444
H -2.694 -0.187 0.700
H -1.690 1.333 0.467
H -1.397 0.231 1.790
H -1.382 -1.487 -0.929
H -1.524 -0.119 -2.066
H 0.733 0.326 -1.796
H 2.708 0.525 -0.454
H 2.720 -0.455 1.038
H 1.998 1.157 1.054
```

The LUMO energy is 0.9 eV. The value obtained for the gap between HOMO and LUMO is 9.59 eV.

***

three | Molecular formula: C4H9NO
Method: DFT, ωB97M-V/def2-TZVPD

XYZ file:
```
15
C4H9NO (ωB97M-V/def2-TZVPD)
C -1.432 -1.347 -0.194
C -0.907 -0.236 0.570
O -1.617 0.192 1.458
N 0.307 0.284 0.182
C 1.208 -0.233 -0.778
C 0.626 1.550 0.643
H -2.444 -1.624 0.093
H -0.722 -2.162 -0.251
H -1.466 -0.848 -1.312
H 2.212 -0.357 -0.352
H 0.908 -1.209 -1.151
H 1.297 0.435 -1.647
H 0.900 2.370 -0.031
H 1.355 1.522 1.455
H -0.436 1.916 1.133
```

The LUMO energy is 0.8 eV. The structure (SMILES) is CC(=O)N(C)C. The value obtained for the gap between HOMO and LUMO is 10.09 eV.

***

It is one that is most stable; the runner-up trails by 15.5 kcal/mol.

***

one | Molecular formula: H24O12
Method: DFT, ωB97M-V/def2-TZVPD

XYZ file:
```
36
H24O12 (ωB97M-V/def2-TZVPD)
O -0.062 1.240 0.292
H 0.612 0.852 -0.276
H -0.155 0.608 1.013
O -1.691 2.467 1.642
H -1.683 1.946 0.832
H -2.485 3.008 1.566
O 3.825 -1.385 0.853
H 3.511 -1.983 1.541
H 3.228 -1.544 0.114
O -4.995 -0.523 0.746
H -5.341 0.096 0.094
H -4.287 -0.035 1.181
O 3.172 -1.236 -2.395
H 3.572 -1.042 -3.250
H 2.972 -0.368 -2.027
O 0.400 2.221 3.304
H 1.049 1.697 3.787
H -0.093 1.570 2.791
O 4.624 1.464 -2.978
H 3.744 1.143 -3.206
H 4.805 1.066 -2.119
O 0.658 -3.128 2.347
H 0.336 -2.225 2.437
H -0.031 -3.575 1.843
O 0.237 2.342 -3.955
H -0.659 2.630 -4.159
H 0.665 2.278 -4.817
O -2.946 -1.144 0.072
H -2.218 -1.070 -0.555
H -3.011 -2.090 0.245
O -2.623 0.284 2.362
H -2.427 1.051 2.911
H -2.361 -0.468 2.905
O -0.072 -1.656 -1.742
H 0.551 -2.341 -2.013
H -0.820 -2.148 -1.385
```

The LUMO energy is -0.4 eV. The structure (SMILES) is O.O.O.O.O.O.O.O.O.O.O.O. The value obtained for the gap between HOMO and LUMO is 9.58 eV.

***

two | Molecular formula: H24O12
Method: DFT, ωB97M-V/def2-TZVPD

XYZ file:
```
36
H24O12 (ωB97M-V/def2-TZVPD)
O -10.615 19.435 -3.181
H -10.139 20.079 -3.714
H -11.400 19.883 -2.841
O -12.122 16.431 0.110
H -11.337 16.928 -0.174
H -12.121 16.484 1.070
O -11.220 19.085 1.279
H -10.477 19.109 0.664
H -11.321 19.990 1.590
O -13.101 21.313 0.125
H -13.137 21.459 1.078
H -12.447 21.941 -0.205
O -15.386 22.128 -1.481
H -14.545 22.110 -1.014
H -16.026 21.909 -0.787
O -10.004 17.520 -1.257
H -10.248 17.970 -2.089
H -9.049 17.417 -1.271
O -15.809 18.468 -2.137
H -15.036 18.966 -1.836
H -15.649 18.363 -3.081
O -13.942 14.906 -1.885
H -13.339 15.344 -1.272
H -14.682 14.623 -1.341
O -13.938 18.884 2.120
H -13.068 18.766 1.701
H -13.785 18.714 3.055
O -13.618 18.592 -4.433
H -13.196 18.295 -3.616
H -13.007 19.245 -4.786
O -16.274 20.662 0.844
H -15.429 20.243 1.059
H -16.733 20.722 1.688
O -13.013 18.857 -1.454
H -12.614 18.045 -1.098
H -13.031 19.443 -0.681
```

The LUMO energy is -0.6 eV. The structure (SMILES) is O.O.O.O.O.O.O.O.O.O.O.O. The value obtained for the gap between HOMO and LUMO is 8.93 eV.

***

three | Molecular formula: H24O12
Method: DFT, ωB97M-V/def2-TZVPD

XYZ file:
```
36
H24O12 (ωB97M-V/def2-TZVPD)
O 2.050 0.059 -1.556
H 1.129 0.265 -1.432
H 2.360 -0.276 -2.394
O -3.635 -0.349 -0.861
H -3.103 0.322 -0.615
H -4.576 -0.255 -0.609
O -0.712 -1.480 -1.447
H -1.664 -1.606 -1.399
H -0.858 -0.579 -1.416
O 2.277 2.622 -0.086
H 1.708 1.992 0.324
H 2.716 3.201 0.630
O -3.143 0.091 1.745
H -4.015 -0.398 1.689
H -3.169 0.175 2.684
O 2.412 2.813 -3.353
H 2.056 2.313 -2.640
H 1.672 3.480 -3.429
O 3.860 -0.982 1.862
H 4.574 -0.901 1.251
H 3.208 -0.407 1.470
O -0.414 -4.302 1.190
H -0.726 -3.690 0.488
H 0.247 -4.817 0.685
O -0.788 1.872 3.316
H -0.801 1.998 2.358
H -0.201 1.152 3.649
O -0.670 0.733 -2.882
H -1.233 0.147 -3.457
H -1.248 1.269 -2.485
O 2.284 -3.388 2.132
H 2.220 -3.014 3.047
H 2.583 -2.612 1.473
O -1.978 1.816 -0.097
H -1.870 0.889 -0.449
H -2.551 1.844 0.613
```

The LUMO energy is -0.3 eV. The structure (SMILES) is O.O.O.O.O.O.O.O.O.O.O.O. The value obtained for the gap between HOMO and LUMO is 9.76 eV.

***

four | Molecular formula: H24O12
Method: DFT, ωB97M-V/def2-TZVPD

XYZ file:
```
36
H24O12 (ωB97M-V/def2-TZVPD)
O -0.336 -4.459 -2.738
H -0.096 -3.659 -3.206
H -1.060 -4.826 -3.246
O 4.785 -0.134 -1.631
H 3.899 -0.210 -1.985
H 4.900 -0.921 -1.099
O 1.790 3.637 -4.706
H 2.590 4.061 -4.395
H 1.420 3.222 -3.926
O 3.028 -3.949 -0.144
H 3.497 -4.571 -0.699
H 2.184 -3.828 -0.579
O -0.175 0.596 -0.645
H 0.172 0.245 0.175
H -1.053 0.221 -0.714
O -2.258 4.368 -2.176
H -1.800 5.203 -2.274
H -1.789 3.918 -1.473
O 3.278 4.144 2.154
H 3.695 3.502 1.579
H 3.286 3.732 3.018
O -3.064 1.959 3.149
H -2.570 1.476 3.812
H -3.735 2.429 3.645
O -4.112 -0.757 0.281
H -3.872 -0.118 0.952
H -4.279 -1.565 0.767
O -0.445 -0.736 5.263
H 0.281 -0.677 4.642
H -0.568 -1.675 5.400
O 3.089 -0.403 2.810
H 3.948 -0.093 3.097
H 3.257 -1.270 2.441
O -5.935 -3.260 -2.756
H -5.300 -2.555 -2.637
H -6.649 -3.045 -2.156
```

The LUMO energy is -0.1 eV. The structure (SMILES) is O.O.O.O.O.O.O.O.O.O.O.O. The value obtained for the gap between HOMO and LUMO is 11.18 eV.

***

It is two that is most stable; the runner-up trails by 32.5 kcal/mol.